Entry i
DFT (the ωB97M-V functional and the def2-TZVPD basis) results for one molecule with the formula C4H9N3.

Calculated values
M in g mol⁻¹: 99.1
Total charge: 0
HOMO level in eV: -7.74

```
16
Properties=species:S:1:pos:R:3:mulliken_charge:R:1
C 0.4513 0.1026 -0.9348 -0.3626
C -0.8022 -0.1482 -0.0650 0.2797
C -1.2831 0.9413 0.8776 -1.4229
N 1.1458 -1.1692 -0.4463 -0.0661
N 1.1795 1.2951 -0.6678 -0.5957
C -0.1285 -1.3627 0.6410 -0.1660
N 1.1452 -1.2152 1.0449 -0.7514
H 1.1230 -2.0242 -0.9987 0.2975
H 0.2603 0.0090 -2.0037 0.4473
H -1.6206 -0.4856 -0.7076 0.3620
H 2.0051 1.3670 -1.2507 0.2368
H 1.4707 1.3120 0.3045 0.2868
H -0.7284 -2.2644 0.8449 0.3792
H -2.1549 0.5982 1.4399 0.4055
H -0.5041 1.2026 1.5947 0.3294
H -1.5590 1.8416 0.3273 0.3405
```

Entry ii
DFT (the ωB97M-V functional and the def2-TZVPD basis) results for a 2-piece molecular cluster, C4H9N3 overall.

Calculated values
M in g mol⁻¹: 99.1
Total charge: 0
HOMO level in eV: -7.89

```
16
Properties=species:S:1:pos:R:3:mulliken_charge:R:1
C -1.1537 1.6801 0.8038 -0.8450
C -1.3927 0.2714 0.5156 0.1202
C -1.8720 -0.7363 -0.0174 -0.5721
H 0.3586 -0.3960 0.8508 0.3381
H -1.1620 1.8489 1.8817 0.2676
H -0.1722 1.9753 0.4246 0.2634
H -1.9251 2.3036 0.3479 0.2852
H -2.7410 -1.3315 -0.1883 0.4188
H -0.7138 -1.7647 -0.2929 0.2667
C 1.7725 -0.1685 -0.5896 0.0984
N 1.0644 -0.9751 0.2824 -0.1276
N 0.4586 -2.1333 -0.1270 -0.6836
N 1.9331 1.0679 -0.3588 -0.6089
H 0.8627 -2.4470 -1.0176 0.2602
H 2.5311 1.5158 -1.0464 0.2176
H 2.1515 -0.7107 -1.4690 0.3008
```

Entry iii
DFT (the ωB97M-V functional and the def2-TZVPD basis) results for a 2-piece molecular cluster, C4H9N3 overall.

Calculated values
M in g mol⁻¹: 99.1
Total charge: 0
HOMO level (alpha / beta) in eV: -7.77 / -7.76

```
16
Properties=species:S:1:pos:R:3:mulliken_charge:R:1
C 2.1494 -0.0508 0.9888 -0.4523
C 0.9508 -0.3057 0.4058 0.2982
C -2.0097 0.1041 -0.6270 -0.8167
C -1.0220 -1.0873 -0.6217 -0.3318
N 2.3528 1.1870 0.2639 -0.3619
N 1.0785 0.9597 -0.4398 -0.3203
N -0.0436 -1.1357 0.4361 -0.5795
H 2.7032 -0.4502 1.7083 0.5132
H -1.5964 1.0064 -1.0397 0.2155
H -3.0759 -0.0583 -0.8468 0.3241
H -2.0994 0.3286 0.6007 0.0716
H -1.4720 -2.0282 -0.3757 0.3738
H -0.4648 -0.9488 -1.5374 0.3824
H 3.0278 1.3485 -0.4305 0.2406
H 0.5146 1.7602 -0.2030 0.2428
H -0.9933 -0.6295 1.7179 0.2004
```

Which structure is the most stable? The one labeled entry i.

Entry i
DFT (the ωB97M-V functional and the def2-TZVPD basis) results for one molecule with the formula C4H9N3.

Calculated values
M in g mol⁻¹: 99.1
Total charge: 0
HOMO level in eV: -9.17

```
16
Properties=species:S:1:pos:R:3:mulliken_charge:R:1
C 0.7827 0.8188 -1.7707 -0.8674
C -0.1471 0.8557 1.8521 -1.1668
C 0.1855 0.3518 0.4768 0.9602
N -1.4671 -1.3369 -0.2495 -0.3442
C 0.6259 -1.1201 0.4595 -0.3780
N -0.1929 -1.9635 -0.0064 -0.3631
N 0.4396 1.2051 -0.4336 -0.5752
H -2.1719 -1.9928 -0.5538 0.2768
H -1.5944 -0.5128 -0.8291 0.1707
H 1.5564 -1.4598 0.8986 0.3760
H 1.0073 -0.2466 -1.9137 0.3183
H -0.0363 1.0783 -2.4473 0.2715
H 1.6681 1.3789 -2.0732 0.3332
H 0.7404 0.8125 2.4851 0.2822
H -0.4752 1.8919 1.7916 0.3773
H -0.9209 0.2396 2.3137 0.3286
```

Entry ii
DFT (the ωB97M-V functional and the def2-TZVPD basis) results for C4H9N3 as an isolated structure.

Calculated values
M in g mol⁻¹: 99.1
Total charge: 0
HOMO level in eV: -8.70

```
16
Properties=species:S:1:pos:R:3:mulliken_charge:R:1
C 1.9963 1.0208 -0.1398 -0.6189
C 1.4272 -0.1131 0.4274 -0.6578
C 0.6082 -1.1146 -0.4570 -0.0933
C -2.0497 0.2958 -0.1802 0.1212
H 1.1201 2.1159 -0.3888 0.2351
H 2.5038 0.6224 -1.1827 0.2242
H 3.0123 1.2794 0.6972 0.2263
H 2.0547 -0.6973 0.8707 0.5700
H 0.7542 0.1040 1.5060 0.2426
H 1.0657 -1.6221 -1.3964 0.3025
H -2.1729 -1.7942 0.9609 0.2893
H -1.0344 0.7015 -0.7475 0.1029
H -4.0822 0.7038 0.1371 0.2561
N -0.5662 -1.6114 -0.4039 -0.4844
N -1.6242 -0.9522 0.4944 -0.2309
N -3.0130 1.0612 -0.1975 -0.4849
```

Which structure is the most stable? The one labeled entry i.

Entry i
DFT (the ωB97M-V functional and the def2-TZVPD basis) results for a 9-piece molecular cluster, C5H29N2O9 overall.

Calculated values
M in g mol⁻¹: 261.3
Total charge: +1
HOMO level in eV: -13.17

```
45
Properties=species:S:1:pos:R:3:mulliken_charge:R:1
O -1.4396 0.4404 0.1325 -0.8540
C -0.3500 0.4651 -0.4421 -0.1519
N -0.1348 1.3817 -1.4056 0.0415
C 1.1141 1.4476 -2.1807 -1.2072
C 0.7628 -0.4372 0.1062 -0.0267
N 0.1636 -1.1183 1.3322 0.0375
C 2.4997 -2.1162 -0.5862 -1.3243
C 1.1459 -1.5386 -0.8950 -0.3185
H -0.9881 1.7216 -1.9576 0.6182
H 1.1266 0.7330 -2.9691 0.3678
H 1.1771 2.4456 -2.6714 0.3602
H 2.0002 1.3422 -1.5677 0.3707
H 1.6819 0.1277 0.4072 0.3425
H -0.7839 -1.5661 1.0890 0.3158
H -0.0038 -0.4178 2.0684 0.3375
H 0.8538 -1.8055 1.7148 0.4633
H 2.7700 -2.9148 -1.3210 0.4110
H 3.2678 -1.3475 -0.6182 0.3566
H 2.5677 -2.6249 0.4050 0.3007
H 0.3852 -2.3058 -0.9611 0.3513
H 1.1712 -1.1476 -1.9428 0.2651
H -2.7278 -3.0586 0.3331 0.2285
H -2.9435 -1.5669 0.2579 0.3973
O -2.2500 -2.2691 0.2318 -0.7007
H -1.8123 -1.7592 -1.3483 0.4069
H -2.0537 -2.1011 -2.8818 0.3156
O -1.5977 -1.5080 -2.2957 -0.7176
H 2.6479 2.9964 1.7060 0.2612
H 1.2108 2.9959 1.0854 0.4173
O 1.9344 2.4229 1.4883 -0.6557
H 0.5612 1.2233 4.0407 0.2637
H 1.3224 1.4310 2.7211 0.3838
O 0.8987 0.7638 3.3036 -0.7131
H 2.3246 -2.1952 3.9580 0.3103
H 1.8690 -0.7740 3.4367 0.3470
O 2.0515 -1.6829 3.1899 -0.6325
H -3.3779 1.1026 -2.7679 0.3080
H -2.1952 0.0999 -2.7152 0.3892
O -2.4051 1.0177 -2.8624 -0.6749
H -4.4701 0.0937 0.8626 0.3084
H -3.2557 0.3334 0.0084 0.4536
O -4.0380 -0.2489 0.1013 -0.7257
H -0.4352 3.3189 -0.2432 0.3257
H -0.1595 4.7442 0.1841 0.2982
O -0.0859 3.8559 0.4689 -0.6516
```

Entry ii
DFT (the ωB97M-V functional and the def2-TZVPD basis) results for a 9-piece molecular cluster, C5H29N2O9 overall.

Calculated values
M in g mol⁻¹: 261.3
Total charge: +1
HOMO level in eV: -12.47

```
45
Properties=species:S:1:pos:R:3:mulliken_charge:R:1
N -0.7746 0.2057 -1.0217 0.1832
C -1.2445 -0.8313 0.0388 0.1452
C -2.6000 -0.5457 0.5424 -1.1279
C -0.2960 -0.7791 1.2763 -0.3513
N -0.0749 -1.8301 2.1270 0.6251
C 0.8505 -1.7433 3.2395 -1.0212
C -1.0942 -2.8409 2.0649 -0.9576
O 0.5085 0.1844 1.2089 -0.5919
H -0.6971 1.1956 -0.7332 0.2154
H -1.2897 0.1026 -1.9433 0.4957
H 0.2663 0.0519 -1.1749 0.0135
H -1.1373 -1.7960 -0.4233 0.4681
H -3.4725 -0.8681 -0.1516 0.3155
H -2.7832 0.4844 0.8428 0.2618
H -2.8779 -1.0536 1.5374 0.2535
H 1.7935 -2.2599 2.8118 0.3059
H 0.6379 -2.1367 4.1443 0.4576
H 1.2132 -0.7305 3.5211 0.3280
H -1.0643 -3.5403 2.9765 0.3252
H -0.8926 -3.5978 1.3466 0.3210
H -2.0853 -2.4307 1.8937 0.3308
H 3.0203 2.0682 -2.8218 0.3383
H 2.2550 1.1524 -2.1883 0.2166
O 2.9812 1.1486 -2.8410 -0.6184
H 2.8247 -2.8136 -0.7745 0.2545
H 3.7335 -1.5409 -1.3461 0.3049
O 2.8637 -1.9511 -1.0604 -0.5774
H -0.4546 0.8098 -3.6537 0.3421
H 0.9108 1.6012 -3.0902 0.2580
O -0.0934 1.4598 -2.9375 -0.6003
H -1.8393 2.4552 -2.0336 0.2796
H -3.0101 3.0594 -1.1478 0.3099
O -2.6339 2.2517 -1.5816 -0.6166
H -2.0425 1.3076 3.6541 0.2788
H -0.8112 0.3409 3.7319 0.2514
O -1.4370 0.6866 3.1204 -0.4855
H 3.0464 2.8250 0.1706 0.2874
H 1.9449 1.8041 0.4287 0.3062
O 2.2814 2.3624 -0.2443 -0.6014
H 1.4138 -1.4315 -2.3349 0.2610
H 1.4629 -0.9585 -3.7487 0.3131
O 0.8983 -0.9599 -2.9529 -0.5354
H -0.5034 3.2967 0.4973 0.2487
H 0.6343 2.8376 -0.5527 0.3845
O -0.3316 2.9477 -0.4167 -0.5953
```

Which structure is the most stable? The one labeled entry i.